# C26H33AlF2NO2Si

A molecular structure, C26H33AlF2NO2Si (the ωB97M-V functional and the def2-TZVPD basis, the OMol25 dataset).

Each line ends with the Löwdin charge.
Element x y z (Å)
Si -0.19488 -1.64738 -2.66155  0.4001
Al 0.29123 0.71175 -0.48602  0.1329
F -0.37151 2.87307 1.63643  -0.0642
F 0.44139 3.50568 -0.33185  -0.0965
O 0.53655 -0.33121 1.31976  -0.0273
O 1.73706 0.99915 -1.37492  -0.1262
N 0.09221 -1.22441 -1.02015  -0.0236
C -0.67595 0.45001 3.23085  0.0132
C -0.67796 1.01428 4.49581  -0.0610
C -3.91177 2.80214 1.40274  -0.1032
C -3.19385 0.30382 0.46957  -0.0695
C -4.14776 0.42191 1.47505  -0.1236
C -1.54363 1.26440 -1.16021  -0.1441
C -0.17857 -0.16842 -3.79787  -0.1588
C 0.52220 1.35831 5.11055  -0.0911
C 0.25033 -2.18336 -0.06088  -0.2662
C 0.59061 -3.95699 2.14853  -0.1224
C -2.96282 2.68133 0.39390  -0.0600
C -4.51818 1.67640 1.95049  -0.1328
C 0.53286 0.24001 2.60386  -0.2832
C 0.66046 -2.57385 2.34017  -0.0225
C 3.45836 2.65795 -1.49023  -0.0576
C 1.72647 1.14352 4.45111  -0.0751
C 0.34650 -4.44354 0.87330  -0.1173
C 1.73426 0.57522 3.18291  -0.0076
C 0.49182 -1.74590 1.25761  -0.1499
C -2.58267 1.43080 -0.10749  -0.2815
C 3.68292 0.42617 -2.61944  -0.0540
C 1.10835 -2.83240 -3.33960  -0.1769
C 2.71324 1.52470 -2.19140  -0.5359
C -1.87459 -2.45211 -2.86315  -0.1698
C 0.54585 2.46902 0.64970  -0.2651
C 0.17686 -3.58498 -0.20774  -0.0447
H 0.28043 -5.51360 0.71080  0.0922
H 2.73819 3.38275 -1.10555  0.0634
H -4.17664 3.78818 1.76921  0.0915
H -1.87859 0.51016 -1.87901  0.0266
H -1.36825 2.19807 -1.70731  0.0742
H -1.01352 0.51931 -3.61749  0.0243
H -1.96308 -3.37005 -2.27002  0.0198
H 0.74771 0.40372 -3.69677  0.0191
H -0.25007 -0.53287 -4.83022  0.0344
H 4.22569 0.05317 -1.74496  0.0794
H -0.01925 -4.00268 -1.18929  0.0746
H 4.40654 0.80200 -3.35152  0.0726
H -2.65601 -1.76021 -2.52477  0.0248
H -1.59799 0.20811 2.70835  0.1225
H -4.60125 -0.47107 1.89149  0.0914
H 3.13922 -0.41133 -3.06055  0.0596
H 2.02119 -2.79226 -2.73417  0.0299
H 4.14570 3.16690 -2.17541  0.0714
H 0.71576 -4.62417 2.99035  0.0857
H 0.76570 -3.87346 -3.35588  0.0190
H -2.07106 -2.70200 -3.91456  0.0280
H 2.25764 1.95099 -3.10228  0.1295
H 2.65516 0.40463 2.63792  0.1340
H 2.66190 1.42277 4.91825  0.0985
H 1.52869 2.64826 1.10145  0.0860
H -2.47748 3.56752 -0.00050  0.1087
H 4.03488 2.25716 -0.64851  0.0785
H -2.89790 -0.68251 0.11666  0.1090
H 1.36823 -2.55115 -4.36604  0.0216
H 0.83840 -2.16630 3.32651  0.1133
H 0.51778 1.80628 6.09721  0.0948
H -5.26155 1.77385 2.73341  0.0825
H -1.62154 1.20477 4.99334  0.1048

Values from the calculation:
* frontier orbital gap: 7.065 eV
* net charge: -1
* energy above the lowest of the compared OMol25 structures with the same formula, charge and spin: 0.0 kcal per mole
* LUMO energy: 0.10516 Eh